{
  "formula": "C3H3CaLiO2",
  "method": "wB97M-V/def2-TZVPD",
  "species": ["Ca", "O", "O", "C", "C", "C", "Li", "H", "H", "H"],
  "xyz": [[-0.33, 1.90, -0.67], [-1.76, 5.02, 1.25], [-0.31, 1.70, 1.36], [-1.16, 4.42, 2.42], [-2.13, 3.75, 0.77], [-1.64, 3.06, 1.94], [0.69, 0.46, 2.22], [-2.25, 2.38, 2.55], [-1.61, 4.81, 3.35], [-0.07, 4.57, 2.43]],
  "mulliken_spin": [0.08, 0.11, 0.11, -0.01, 0.34, 0.33, 0.03, 0.00, 0.00, 0.00],
  "total_charge": 1,
  "relative_energy_kj_mol": 377.4,
  "e_tot_ev": -25887.898,
  "multiplicity": 2,
  "gap_ev": [5.46, 6.30]
}